The following is a quantum chemistry calculation of C42H38N7OPRbS3 as an isolated structure, from OMol25.

Geometry as XYZ:
```
93
Properties=species:S:1:pos:R:3:mulliken_charge:R:1
Rb -0.35 0.92 0.20 0.71
C -3.20 -2.75 2.47 -1.41
C -1.83 -2.29 2.89 0.83
C -1.66 -1.31 3.86 -0.46
C -0.39 -0.87 4.22 -0.61
C 0.73 -1.42 3.63 -0.63
C 0.58 -2.42 2.67 0.05
C -0.69 -2.85 2.31 -0.42
H -3.97 -2.38 3.15 0.35
H -3.26 -3.84 2.44 0.47
H -3.44 -2.38 1.47 0.06
H -2.53 -0.87 4.33 0.32
H -0.28 -0.08 4.95 0.50
H 1.72 -1.08 3.89 0.42
H 1.45 -2.86 2.21 0.31
H -0.80 -3.62 1.56 0.36
C 0.82 0.37 -3.75 -0.91
C -0.58 -0.13 -3.63 0.55
N -1.29 -0.06 -2.54 0.28
C -2.55 -0.58 -2.73 -0.12
C -2.79 -1.08 -3.97 -0.53
S -1.40 -0.87 -4.95 -0.27
C -3.55 -0.50 -1.64 -0.35
C -4.88 -0.75 -1.77 -0.55
S -5.68 -0.41 -0.30 -0.28
C -4.18 0.05 0.40 0.11
N -3.16 -0.07 -0.39 0.71
C -4.09 0.61 1.79 -0.15
H 1.10 0.90 -2.84 -0.08
H 0.92 1.05 -4.59 0.58
H 1.53 -0.45 -3.88 0.21
H -3.69 -1.53 -4.35 0.42
H -5.42 -1.06 -2.65 0.42
H -4.96 0.34 2.39 0.47
H -4.03 1.70 1.73 -0.03
H -3.18 0.25 2.28 -0.38
O 1.91 2.35 0.16 -0.70
C 2.80 1.74 -0.38 0.12
C 3.42 1.04 -1.34 0.32
C 4.17 1.77 -2.37 -1.14
C 5.20 1.17 -3.02 -0.49
C 5.56 -0.19 -2.78 -0.88
C 4.70 -0.95 -2.01 -0.31
C 3.57 -0.43 -1.37 0.53
P 2.32 -1.41 -0.59 0.92
C 1.50 -2.48 -1.85 0.47
C 2.12 -2.93 -3.02 -0.35
C 1.44 -3.73 -3.92 -0.49
C 0.11 -4.08 -3.68 -0.79
C -0.52 -3.63 -2.53 -0.52
C 0.17 -2.83 -1.63 -0.28
C 3.26 -2.68 0.34 -0.14
C 4.26 -2.23 1.20 -0.69
C 4.93 -3.12 2.04 -0.61
C 4.61 -4.47 2.02 -0.49
C 3.62 -4.93 1.16 -0.58
C 2.95 -4.04 0.32 -0.37
H 3.92 2.81 -2.57 0.42
H 5.75 1.74 -3.76 0.37
H 6.42 -0.63 -3.26 0.38
H 4.90 -2.01 -1.90 0.32
H 3.15 -2.64 -3.22 0.28
H 1.93 -4.07 -4.82 0.38
H -0.42 -4.69 -4.40 0.33
H -1.56 -3.88 -2.35 0.47
H -0.33 -2.46 -0.75 0.37
H 4.52 -1.18 1.21 0.44
H 5.70 -2.75 2.70 0.38
H 5.12 -5.17 2.67 0.38
H 3.37 -5.98 1.13 0.38
H 2.18 -4.41 -0.34 0.38
N -2.24 3.06 -0.30 -0.33
C -3.31 3.49 -0.23 -0.04
C -4.61 4.02 -0.18 0.34
C -5.67 3.34 -0.83 0.16
N -6.53 2.78 -1.36 -0.61
C -4.86 5.25 0.47 0.15
N -5.05 6.26 1.00 -0.64
C -2.25 5.14 2.93 -0.82
N -0.91 4.97 2.43 0.30
C -0.15 6.08 1.89 -0.68
C 1.11 5.38 1.38 -0.50
N 1.13 4.19 2.22 -0.20
C -0.13 3.89 2.64 -0.10
S -0.61 2.44 3.32 -0.27
H -2.83 5.73 2.23 0.22
H -2.24 5.66 3.90 0.27
H -2.71 4.17 3.05 0.22
H 0.08 6.80 2.68 0.30
H -0.71 6.58 1.10 0.39
H 2.01 5.97 1.51 0.41
H 1.01 5.10 0.32 0.21
H 1.68 3.39 1.92 0.42
```

The maximum force is 0.63 eV Å⁻¹. For the HOMO-LUMO gap, the calculation gives 5.10 eV. As for the net charge: -1. For the lowest unoccupied orbital energy, the calculation gives 1.90 eV.

=====

The following is a quantum chemistry calculation of one molecule with the formula C4H5NO3 at a distorted geometry, from OMol25.

Geometry as XYZ:
```
13
Properties=species:S:1:pos:R:3:mulliken_charge:R:1
O -2.90 0.26 0.17 -0.51
C -1.91 -0.48 -0.10 -0.08
C -0.47 -0.21 0.27 0.35
C -0.03 1.20 -0.20 -0.38
O 1.38 1.23 -0.09 -0.31
C 2.09 0.07 0.07 0.14
N 1.66 -1.14 0.10 -0.40
O 0.32 -1.20 -0.27 -0.21
H -2.02 -1.48 -0.63 0.31
H -0.44 -0.05 1.31 0.29
H -0.34 1.97 0.59 0.25
H -0.61 1.50 -1.27 0.26
H 3.21 0.23 0.59 0.29
```

The maximum force is 5.03 eV Å⁻¹. For the HOMO-LUMO gap, the calculation gives 10.30 eV. As for the SMILES: O=C[C@@H]1COC=NO1. For the lowest unoccupied orbital energy, the calculation gives 0.29 eV.

=====

The following is a quantum chemistry calculation of a 3-piece molecular cluster, C5H12S overall at a distorted geometry, from OMol25.

Geometry as XYZ:
```
18
Properties=species:S:1:pos:R:3:mulliken_spin:R:1
C -0.01 -0.57 -1.84 0.00
C -0.17 -1.88 -1.16 0.07
C -0.16 -1.58 0.33 -0.07
C 0.46 -2.08 1.41 0.85
S -0.28 2.07 -0.04 0.01
C 0.90 1.31 1.24 0.00
H 1.09 -0.36 -1.76 0.00
H -0.41 0.15 -1.00 -0.01
H -0.38 -0.61 -2.87 0.01
H -1.24 -2.28 -1.42 -0.01
H 0.60 -2.65 -1.38 0.00
H -2.21 0.79 1.26 0.00
H -1.17 -0.95 0.54 0.06
H -2.78 0.28 1.27 0.00
H 1.48 -2.21 1.58 0.07
H 1.71 2.04 1.36 0.00
H 0.43 1.10 2.27 -0.01
H 1.25 0.32 0.93 0.01
```

The maximum force is 3.75 eV Å⁻¹. As for the expectation value of S²: 0.7621. For the HOMO-LUMO gap (spin up / spin down), the calculation gives 6.23 / 5.68 eV. As for the net charge: -1. For the lowest unoccupied orbital energy (spin up / spin down), the calculation gives 3.84 / 3.29 eV. As for the spin multiplicity: 2.

=====

The following is a quantum chemistry calculation of a 2-piece molecular cluster, C5H9N overall, from OMol25.

Geometry as XYZ:
```
15
Properties=species:S:1:pos:R:3:mulliken_charge:R:1
C -0.62 1.17 -1.70 -0.37
C -0.65 0.08 -1.01 0.26
N -1.03 -0.64 0.10 -0.27
C -0.81 -0.06 1.41 -0.41
C 0.01 -1.21 0.94 -0.37
C -0.05 -0.07 -2.36 -0.58
H -0.88 2.21 -1.85 0.37
H -0.33 0.92 1.44 0.26
H -1.60 -0.21 2.14 0.25
H -0.19 -2.21 1.32 0.26
H 1.04 -1.01 0.66 0.24
H -0.62 -0.58 -3.15 0.19
H 1.03 -0.18 -2.47 0.17
H 2.60 1.16 2.30 0.21
H 2.10 0.61 2.23 -0.22
```

The maximum force is 0.37 eV Å⁻¹. For the HOMO-LUMO gap, the calculation gives 9.74 eV. As for the SMILES: C1=C(N2CC2)C1.[H][H]. For the lowest unoccupied orbital energy, the calculation gives 1.32 eV.

=====

The following is a quantum chemistry calculation of one molecule with the formula C5H8O2 at a distorted geometry, from OMol25.

Geometry as XYZ:
```
15
Properties=species:S:1:pos:R:3:mulliken_charge:R:1
C -1.60 1.13 0.04 -0.57
C -1.19 -0.14 0.17 0.06
O -1.31 -0.84 1.35 -0.50
C -0.14 -0.64 -0.80 -0.46
C 0.86 0.35 -0.17 0.72
C 1.82 -0.17 0.86 -1.20
O 0.81 1.53 -0.44 -0.58
H -1.62 1.61 -0.93 0.27
H -1.83 1.73 0.90 0.27
H -1.84 -1.61 1.09 0.38
H -0.34 -0.37 -1.84 0.27
H 0.10 -1.72 -0.72 0.35
H 2.71 -0.46 0.29 0.34
H 1.47 -1.03 1.43 0.31
H 2.09 0.64 1.54 0.33
```

The maximum force is 1.38 eV Å⁻¹. For the HOMO-LUMO gap, the calculation gives 9.38 eV. As for the SMILES: C=C(O)CC(C)=O. For the lowest unoccupied orbital energy, the calculation gives 0.67 eV.

=====

The following is a quantum chemistry calculation of C19H45Cl3FeP2 as an isolated structure at a distorted geometry, from OMol25.

Geometry as XYZ:
```
70
Properties=species:S:1:pos:R:3:mulliken_spin:R:1
Fe 0.25 0.49 0.27 4.34
Cl -0.10 0.95 -1.86 0.16
P -2.72 -0.35 -0.29 -1.93
C -2.89 -1.27 -1.85 -0.18
C -3.45 -1.26 1.10 0.64
C -3.45 1.32 -0.52 -0.38
C -1.72 -2.23 -2.16 0.37
H -2.89 -0.49 -2.62 0.12
C -4.23 -2.02 -1.89 0.79
H -4.20 -2.93 -1.28 0.33
H -4.45 -2.32 -2.92 -0.57
H -5.08 -1.41 -1.55 -0.10
H -0.81 -1.67 -2.40 0.20
H -1.99 -2.83 -3.04 -0.20
H -1.52 -2.92 -1.33 -0.06
H -2.82 1.73 -1.33 -0.05
C -3.41 2.28 0.67 0.36
C -4.89 1.12 -1.03 1.47
H -4.92 0.65 -2.02 0.09
H -5.39 2.09 -1.09 -0.51
H -5.47 0.51 -0.32 0.22
H -2.81 1.91 1.51 0.08
H -4.43 2.50 1.03 0.00
H -2.97 3.23 0.36 -0.10
C -2.84 -2.65 1.21 -0.02
H -4.52 -1.35 0.85 -0.04
C -3.35 -0.51 2.43 0.02
H -2.99 -3.27 0.32 0.03
H -3.32 -3.16 2.06 -0.24
H -1.76 -2.59 1.43 0.09
H -2.30 -0.26 2.67 0.08
H -3.71 -1.17 3.23 -0.10
H -3.95 0.40 2.46 0.03
Cl 0.36 -1.17 1.71 0.06
H -1.31 -0.30 0.06 0.05
P 2.53 0.62 -0.13 -0.06
C 3.13 2.09 -1.11 0.02
C 3.66 0.45 1.35 0.03
C 3.00 -0.77 -1.28 0.02
C 2.22 3.32 -1.04 -0.01
H 3.10 1.71 -2.15 0.00
C 4.56 2.51 -0.77 0.00
H 4.63 2.90 0.25 0.00
H 4.85 3.32 -1.46 0.00
H 5.29 1.70 -0.89 0.00
H 1.19 3.09 -1.34 0.01
H 2.60 4.08 -1.73 0.00
H 2.20 3.76 -0.03 0.00
H 2.41 -0.52 -2.17 -0.02
C 2.57 -2.16 -0.80 0.06
C 4.50 -0.74 -1.63 0.01
H 4.76 0.15 -2.22 0.00
H 4.74 -1.62 -2.24 0.00
H 5.13 -0.77 -0.73 0.00
H 1.75 -2.13 -0.07 -0.04
H 3.40 -2.72 -0.36 0.00
H 2.20 -2.74 -1.66 0.00
C 3.27 1.48 2.40 0.00
H 4.66 0.69 0.94 0.00
C 3.72 -0.95 1.94 0.00
H 3.26 2.51 2.01 0.00
H 4.01 1.44 3.21 0.00
H 2.27 1.26 2.82 0.00
H 2.71 -1.32 2.16 0.00
H 4.26 -0.89 2.89 0.00
H 4.23 -1.68 1.30 0.00
Cl -0.60 1.80 2.88 0.02
C -0.03 2.15 1.26 -0.10
H 0.90 2.72 1.34 -0.05
H -0.82 2.65 0.69 0.06
```

The maximum force is 1.75 eV Å⁻¹. As for the expectation value of S²: 8.7715. For the HOMO-LUMO gap (spin up / spin down), the calculation gives 2.10 / 8.06 eV. As for the net charge: -1. For the lowest unoccupied orbital energy (spin up / spin down), the calculation gives 2.59 / 2.57 eV. As for the spin multiplicity: 6.

=====

The following is a quantum chemistry calculation of C17H23AsF3I2NO5PPdTe as an isolated structure at a distorted geometry, from OMol25.

Geometry as XYZ:
```
55
Properties=species:S:1:pos:R:3:mulliken_spin:R:1
Pd 0.69 -0.59 0.61 1.18
I -1.89 -1.39 -4.32 0.04
C -1.53 -2.75 -2.80 0.25
C -2.08 -4.02 -2.83 -0.09
C -1.83 -4.92 -1.80 0.29
I -2.74 -6.79 -1.94 0.05
C -1.00 -4.58 -0.69 -0.01
C -0.70 -5.45 0.37 0.06
C 0.10 -5.02 1.40 -0.02
C 0.62 -3.72 1.36 0.03
N 0.36 -2.89 0.36 0.09
C -0.44 -3.29 -0.64 0.10
C -0.71 -2.30 -1.70 0.05
O -0.26 -1.15 -1.64 0.27
H -2.70 -4.31 -3.66 0.00
H -1.10 -6.45 0.38 0.01
H 0.34 -5.67 2.23 0.00
H 1.26 -3.36 2.15 0.00
C 4.59 4.38 0.87 0.00
C 3.73 3.61 -0.10 0.00
O 2.66 2.98 0.65 -0.01
P 1.59 2.06 -0.05 -0.05
O 0.55 1.73 0.96 0.12
Te 2.67 0.07 -1.02 1.11
O 0.98 2.97 -1.20 -0.01
C 1.16 2.86 -2.63 0.01
C 0.16 1.92 -3.25 -0.04
H 5.40 4.87 0.32 0.00
H 5.02 3.71 1.61 0.00
H 4.00 5.14 1.39 0.00
H 4.31 2.85 -0.62 0.01
H 3.28 4.28 -0.84 0.00
H 2.18 2.53 -2.84 0.01
H 1.04 3.87 -3.01 0.00
H 0.22 0.94 -2.78 0.03
H 0.36 1.81 -4.31 0.00
H -0.86 2.30 -3.11 0.00
F 2.57 0.45 2.61 0.01
C 1.91 -0.70 2.36 0.41
F 1.29 -1.05 3.50 0.01
F 2.89 -1.64 2.17 0.02
C -1.59 1.51 3.07 0.00
As -2.32 0.84 1.41 0.00
C -4.11 0.24 1.84 0.01
C -2.65 2.17 0.04 0.00
O -1.53 -0.53 0.87 0.09
H -2.40 1.66 3.77 0.00
H -1.06 2.45 2.91 0.00
H -0.90 0.76 3.44 0.00
H -4.72 1.08 2.16 0.00
H -4.07 -0.50 2.63 0.00
H -4.56 -0.21 0.95 0.00
H -3.33 2.92 0.44 0.00
H -3.12 1.66 -0.80 0.00
H -1.73 2.64 -0.28 0.00
```

The maximum force is 1.73 eV Å⁻¹. As for the expectation value of S²: 6.0485. For the HOMO-LUMO gap (spin up / spin down), the calculation gives 7.14 / 6.33 eV. As for the net charge: +1. For the lowest unoccupied orbital energy (spin up / spin down), the calculation gives -3.12 / -5.62 eV. As for the spin multiplicity: 5.

=====

The following is a quantum chemistry calculation of a 9-piece molecular cluster, C24H42Br19F3O4S overall at a distorted geometry, from OMol25.

Geometry as XYZ:
```
93
Properties=species:S:1:pos:R:3:mulliken_charge:R:1
O 0.36 0.65 4.84 -0.54
C -0.03 1.05 3.76 0.50
Br -1.91 0.76 3.36 -0.07
C 1.04 1.70 2.84 -0.42
O 0.92 1.30 1.46 -0.22
S 2.27 2.01 0.73 0.57
O 1.74 3.12 -0.06 -0.55
O 2.85 0.78 -0.23 -0.19
C 3.94 1.23 -1.06 -0.60
C 4.31 -0.01 -2.00 -0.23
C 3.10 -0.28 -2.94 0.35
F 2.50 -1.55 -2.89 -0.30
C 2.54 0.63 -3.81 0.19
F 3.18 0.80 -5.05 -0.07
F 1.36 1.35 -3.54 -0.23
H 1.04 2.83 2.86 0.32
H 2.07 1.36 3.19 0.29
H 4.83 1.55 -0.44 0.39
H 3.65 2.14 -1.65 0.42
H 5.28 0.12 -2.53 -0.06
H 4.36 -0.88 -1.28 0.31
Br 3.15 4.61 -8.00 -0.13
C 2.38 2.91 -8.57 -0.53
C 1.00 2.71 -7.98 -0.64
Br 1.08 2.19 -6.10 -0.05
H 3.08 2.13 -8.29 0.27
H 2.32 2.98 -9.66 0.38
H 0.49 1.89 -8.48 0.34
H 0.38 3.61 -8.03 0.39
Br 6.37 2.81 -6.63 -0.14
C 6.95 1.04 -7.19 -0.42
C 6.27 -0.04 -6.40 -0.34
Br 7.05 -0.21 -4.63 -0.12
H 8.03 1.02 -7.10 0.16
H 6.67 0.98 -8.25 0.36
H 6.42 -1.01 -6.87 0.37
H 5.20 0.13 -6.26 0.17
Br -5.74 -2.03 6.70 -0.09
C -4.68 -0.40 6.54 -0.45
C -5.52 0.74 6.04 -0.63
Br -5.84 0.61 4.13 -0.12
H -3.84 -0.63 5.90 0.24
H -4.32 -0.20 7.55 0.33
H -5.00 1.69 6.18 0.35
H -6.50 0.80 6.52 0.39
Br -2.59 -0.32 -0.78 -0.09
C -4.38 -0.11 -0.05 -0.50
C -4.91 1.28 -0.32 -0.56
Br -4.12 2.58 0.90 -0.14
H -4.33 -0.36 1.01 0.25
H -4.99 -0.86 -0.56 0.35
H -5.98 1.32 -0.12 0.35
H -4.72 1.62 -1.33 0.35
Br 4.63 2.43 7.55 -0.17
C 4.22 0.52 7.68 -0.54
C 3.92 -0.06 6.31 -0.75
Br 2.11 0.42 5.69 0.14
H 3.39 0.42 8.38 0.36
H 5.11 0.07 8.11 0.35
H 3.93 -1.16 6.36 0.34
H 4.62 0.27 5.55 0.34
Br 12.73 -1.78 -3.87 -0.14
C 12.38 0.03 -4.50 -0.60
C 10.92 0.21 -4.85 -0.58
Br 10.50 -0.61 -6.56 -0.15
H 13.04 0.21 -5.33 0.38
H 12.65 0.67 -3.67 0.37
H 10.69 1.26 -4.97 0.36
H 10.25 -0.23 -4.11 0.36
Br -8.18 -0.89 10.03 -0.14
C -8.60 -2.79 10.15 -0.57
C -8.92 -3.36 8.80 -0.15
Br -10.72 -2.87 8.22 -0.13
H -9.41 -2.89 10.86 0.39
H -7.70 -3.25 10.56 0.36
H -8.92 -4.45 8.83 0.31
H -8.24 -3.03 8.02 -0.09
Br -4.96 -0.04 -4.78 -0.15
C -3.28 0.36 -5.67 -0.56
C -3.52 0.97 -7.03 -0.36
Br -4.05 -0.38 -8.33 -0.13
H -2.71 -0.57 -5.71 0.39
H -2.77 1.06 -5.02 0.30
H -2.60 1.40 -7.42 0.15
H -4.30 1.73 -7.02 0.37
Br -8.39 -2.50 4.02 -0.12
C -7.83 -4.29 3.48 -0.62
C -8.45 -5.35 4.36 -0.52
Br -7.55 -5.45 6.08 -0.15
H -6.75 -4.30 3.49 0.36
H -8.18 -4.40 2.45 0.35
H -8.33 -6.33 3.92 0.34
H -9.51 -5.17 4.56 0.36
```

The maximum force is 7.35 eV Å⁻¹. For the HOMO-LUMO gap, the calculation gives 7.25 eV. For the lowest unoccupied orbital energy, the calculation gives -1.27 eV.

=====

The records above yield electronic energy values of -3641.89381 -435.74825 -595.70608 -250.49322 -345.72321 -4077.92148 -4960.35999 -50844.39499 hartree, respectively.
The records above yield energy above the lowest of the compared OMol25 structures with the same formula, charge and spin values of 6.4 108.1 62.9 109.0 51.3 0.0 13.2 0.0 kcal per mole, respectively.